Here is C25H24N6SSeSn as an isolated structure at a distorted geometry from the Open Molecules 2025 dataset. Energies are from the ωB97M-V functional and the def2-TZVPD basis.

Each line ends with the Mulliken charge.
Geometry (Å):
1 Sn 1.38 -0.65 -0.62  0.742
2 Se -5.13 -1.61 -5.51  0.292
3 N -3.39 -1.68 -5.81  -0.869
4 C -2.75 -1.36 -4.70  0.883
5 C -1.33 -1.28 -4.58  0.578
6 C -0.46 -1.61 -5.62  -0.663
7 C 0.89 -1.45 -5.44  -0.700
8 C 1.34 -0.92 -4.23  -0.371
9 N 0.55 -0.63 -3.22  -0.261
10 C -0.77 -0.83 -3.36  -0.214
11 C -1.61 -0.56 -2.21  -0.340
12 N -1.04 -0.22 -1.05  0.186
13 C -1.80 0.03 -0.01  -0.175
14 C -3.19 -0.06 -0.03  -1.136
15 C -3.81 -0.42 -1.20  -0.633
16 C -3.02 -0.67 -2.33  0.518
17 C -3.59 -1.04 -3.59  1.037
18 N -4.89 -1.11 -3.83  -0.885
19 H -0.88 -1.99 -6.54  0.529
20 H 1.59 -1.70 -6.22  0.433
21 H 2.39 -0.74 -4.07  0.419
22 H -1.26 0.28 0.90  0.553
23 H -3.75 0.16 0.87  0.490
24 H -4.88 -0.54 -1.28  0.533
25 C 1.99 3.42 4.85  -1.647
26 C 1.78 2.94 3.45  0.093
27 C 1.90 3.81 2.37  -0.855
28 C 1.62 3.34 1.09  -0.117
29 C 1.75 4.23 -0.11  -1.616
30 C 1.23 2.04 0.92  -0.344
31 C 1.19 1.09 1.96  1.874
32 C 1.47 1.60 3.24  -0.713
33 N 0.89 -0.21 1.62  0.045
34 C 0.69 -1.24 2.64  1.336
35 C 0.28 -2.53 1.94  -1.942
36 C -0.46 -0.89 3.61  -1.634
37 C 1.99 -1.55 3.40  -1.665
38 H 2.25 4.48 4.86  0.383
39 H 2.78 2.86 5.34  0.347
40 H 1.08 3.29 5.43  0.333
41 H 2.18 4.84 2.53  0.273
42 H 1.98 5.25 0.16  0.377
43 H 0.83 4.20 -0.70  0.340
44 H 2.56 3.86 -0.75  0.309
45 H 0.90 1.75 -0.08  0.254
46 H 1.44 0.98 4.12  0.567
47 H -0.55 -2.36 1.26  0.339
48 H -0.01 -3.27 2.68  0.555
49 H 1.12 -2.93 1.37  0.410
50 H -1.40 -0.90 3.07  0.373
51 H -0.34 0.08 4.08  0.382
52 H -0.51 -1.65 4.39  0.488
53 H 2.79 -1.72 2.68  0.312
54 H 1.86 -2.45 4.00  0.475
55 H 2.31 -0.75 4.06  0.349
56 S 0.23 -4.68 -2.89  -0.442
57 C 0.64 -3.58 -1.85  0.395
58 N 0.95 -2.73 -1.08  -0.579

E_tot ... -4309.5635 hartree
HOMO energy ... -6.936 eV
Net charge ... 0